1.
73
Properties=species:S:1:pos:R:3:forces:R:3:lowdin_charge:R:1 method="wB97M-V/def2-TZVPD" mol_weight_g_mol=573.7 total_charge=0 total_energy_ev=-59831.33682 spin_multiplicity=1 homo_energy_ev=-8.695 orbital_gap_ev=8.73 lumo_energy_ev=0.03
Al -0.380260 1.532177 -0.229278 -0.379 0.719 -0.501 0.07
O 1.502540 1.827377 -0.086578 0.069 -0.086 0.026 -0.04
N 1.917740 1.918477 1.102622 0.868 0.104 -0.091 0.08
N 1.016240 1.807377 1.978622 -0.498 0.023 -0.797 -0.14
O -0.249460 1.634277 1.627322 -0.245 -0.219 0.059 -0.02
C 1.367040 1.759477 3.332322 0.350 -0.111 1.357 -0.17
C 0.377140 1.657977 4.301722 -0.029 0.039 -0.346 0.00
C 0.742240 1.554577 5.633022 0.186 0.031 0.067 -0.07
C 2.079240 1.558577 5.993422 0.040 0.017 0.085 -0.08
C 3.062740 1.660377 5.019422 -0.087 0.034 -0.011 -0.07
C 2.714640 1.762277 3.687622 -0.113 0.011 -0.104 -0.01
H -0.659060 1.662077 4.005122 -0.062 -0.035 -0.041 0.11
H -0.016060 1.467977 6.396122 -0.106 0.018 0.013 0.11
H 2.363840 1.491277 7.033322 -0.022 -0.051 0.066 0.10
H 4.106440 1.653777 5.296922 0.058 0.023 0.014 0.11
H 3.459440 1.841477 2.913722 0.125 -0.027 -0.001 0.11
C -2.971360 0.495077 -1.375978 -0.004 -0.395 -0.307 -0.06
N -2.542160 1.466677 -0.374478 0.179 -0.077 0.035 -0.28
C -3.010860 1.071077 0.943322 -0.124 -0.152 0.489 -0.06
C -3.062660 2.797877 -0.714178 -0.145 0.564 -0.148 -0.14
C -2.008560 3.859977 -0.551778 0.208 -0.088 -0.123 -0.23
C -2.340360 5.183477 -0.307478 -0.105 0.015 0.032 -0.05
C -1.349560 6.150677 -0.305278 -0.089 0.079 -0.084 -0.09
C -0.040060 5.789677 -0.569578 0.160 0.114 -0.001 -0.09
C 0.281340 4.456577 -0.761878 0.076 -0.166 -0.082 -0.10
C -0.687760 3.453777 -0.751278 -0.044 -0.403 0.156 -0.08
H -4.054160 0.536877 -1.537478 0.012 0.051 0.061 0.10
H -2.693460 -0.508123 -1.061678 -0.039 0.002 0.027 0.08
H -2.454960 0.702277 -2.312878 -0.080 -0.013 -0.066 0.11
H -4.100460 0.969677 0.968422 -0.031 -0.009 -0.010 0.11
H -2.695160 1.819177 1.666822 -0.082 0.017 0.098 0.10
H -2.554160 0.120277 1.210122 -0.036 -0.044 0.071 0.08
H -3.961460 3.022777 -0.127078 0.033 -0.081 -0.051 0.13
H -3.358460 2.803477 -1.769378 -0.029 -0.119 0.137 0.14
H -3.366560 5.462977 -0.106778 -0.121 0.024 -0.018 0.11
H -1.600660 7.183577 -0.113878 -0.035 0.091 0.027 0.10
H 0.735340 6.544877 -0.602478 0.008 0.020 0.030 0.10
H 1.314240 4.177977 -0.919378 0.130 0.048 0.018 0.09
O -0.272260 -0.123723 -0.715778 -0.079 -0.285 0.114 -0.16
Si 0.219440 -1.608723 -1.114478 0.281 -0.328 -0.101 0.57
C 1.955040 -1.978423 -0.439178 -0.494 0.235 -0.397 -0.20
C 2.449740 -1.341923 0.692422 -0.152 0.060 0.000 -0.09
C 3.731040 -1.588023 1.150322 0.078 0.018 0.120 -0.08
C 4.533840 -2.502323 0.489522 0.101 0.008 0.045 -0.09
C 4.045440 -3.175723 -0.615978 0.125 -0.095 -0.046 -0.09
C 2.772040 -2.906623 -1.077878 -0.117 0.017 -0.076 -0.10
C 0.244040 -1.764023 -3.002378 0.022 -0.122 0.660 -0.22
C -0.842860 -2.271323 -3.705278 -0.118 -0.012 0.086 -0.10
C -0.834460 -2.335423 -5.086978 -0.147 -0.012 -0.131 -0.09
C 0.267840 -1.887023 -5.793078 -0.005 0.019 -0.068 -0.09
C 1.362040 -1.386523 -5.109078 0.121 0.088 -0.112 -0.08
C 1.347940 -1.329523 -3.727678 0.060 0.067 0.083 -0.09
C -0.852460 -3.012523 -0.401778 0.206 0.558 -0.320 -0.21
C -1.588460 -2.872223 0.768022 0.030 0.221 0.003 -0.09
C -2.234460 -3.950823 1.345722 -0.106 -0.020 0.180 -0.09
C -2.152760 -5.201823 0.761422 -0.060 -0.018 0.035 -0.09
C -1.429460 -5.361823 -0.407278 0.000 -0.168 -0.015 -0.08
C -0.786260 -4.279623 -0.976978 0.058 0.058 -0.081 -0.10
H 1.816640 -0.639323 1.214822 -0.015 0.083 0.097 0.08
H 4.106740 -1.064023 2.017722 0.026 0.036 0.088 0.10
H 5.542840 -2.684723 0.825722 0.106 -0.039 0.097 0.10
H 4.661140 -3.901323 -1.126878 0.086 -0.049 -0.048 0.10
H 2.411640 -3.409923 -1.963478 -0.023 -0.113 -0.126 0.10
H -1.707560 -2.624223 -3.159878 -0.126 -0.067 0.019 0.10
H -1.690560 -2.729023 -5.615378 -0.080 -0.043 -0.047 0.10
H 0.271240 -1.917923 -6.872678 0.013 -0.043 -0.094 0.10
H 2.224640 -1.033623 -5.654378 0.095 0.026 -0.059 0.10
H 2.204540 -0.941723 -3.195378 0.164 0.073 0.002 0.11
H -1.637660 -1.899723 1.239122 -0.041 0.080 0.120 0.09
H -2.795460 -3.821623 2.259522 -0.055 0.036 0.098 0.10
H -2.646160 -6.048123 1.216222 -0.057 -0.065 0.030 0.10
H -1.363560 -6.336223 -0.867078 0.026 -0.104 -0.077 0.10
H -0.215960 -4.420523 -1.882878 0.079 -0.068 -0.162 0.10

---

2.
91
Properties=species:S:1:pos:R:3:forces:R:3:lowdin_charge:R:1 method="wB97M-V/def2-TZVPD" mol_weight_g_mol=1002.8 total_charge=-2 total_energy_ev=-201969.50647 spin_multiplicity=1 homo_energy_ev=-2.598 de_lowest_ev=1.362 orbital_gap_ev=6.16 lumo_energy_ev=3.56
Na 2.138116 1.170339 -0.739470 -0.212 -0.042 -0.504 0.33
C -5.946066 -0.206550 -1.655183 0.012 -0.026 -0.021 -0.06
C -4.629488 0.380415 -2.090227 0.002 0.028 -0.004 -0.29
C -3.973698 -0.073331 -3.226902 -0.022 -0.016 -0.011 -0.05
C -2.755476 0.470219 -3.618178 0.018 0.027 0.015 -0.06
C -2.164002 1.469821 -2.858314 0.014 -0.042 -0.055 -0.26
C -2.811051 1.932406 -1.717595 -0.026 0.012 0.020 -0.07
C -4.033690 1.397706 -1.346333 -0.006 0.021 -0.040 -0.06
S -0.502990 2.048502 -3.228607 0.021 -0.032 0.093 0.52
O -0.410639 1.981009 -4.681781 -0.053 -0.010 0.034 -0.36
O -0.443475 3.369722 -2.634882 0.030 -0.023 0.017 -0.35
N 0.415135 1.050790 -2.469577 0.391 -0.082 -0.049 -0.22
C 0.590982 -0.228571 -3.155138 -0.022 -0.015 -0.006 -0.22
C 1.571688 -1.224985 -2.505790 0.029 -0.093 -0.023 -0.69
O 1.435109 -2.410504 -2.870899 0.031 0.005 0.016 -0.08
O 2.447254 -0.805968 -1.689618 -0.104 0.168 0.092 -0.12
H -6.260673 -1.002962 -2.331857 -0.002 0.018 0.010 0.06
H -6.731227 0.553479 -1.631905 -0.011 0.002 0.003 0.07
H -5.867797 -0.632203 -0.651962 -0.011 0.010 0.024 0.07
H -4.415226 -0.874444 -3.810905 0.002 0.006 0.001 0.10
H -2.255291 0.125232 -4.513737 0.002 0.003 -0.002 0.11
H -2.333500 2.711844 -1.134486 0.002 0.003 -0.002 0.11
H -4.530144 1.759857 -0.452016 -0.011 0.001 -0.031 0.10
H 0.972625 -0.086504 -4.173552 -0.035 -0.003 -0.028 0.11
H -0.350234 -0.787305 -3.266244 -0.020 0.035 0.044 0.09
F 2.423800 6.531953 -0.420331 -0.027 -0.060 0.022 0.13
C 1.294672 5.859355 -0.176203 -0.006 0.088 -0.135 -0.68
F 0.483023 5.998016 -1.213059 0.007 0.000 0.013 0.15
F 0.711467 6.400461 0.900325 0.025 -0.034 -0.027 0.12
S 1.621737 4.069210 0.105656 -0.260 -0.169 0.216 0.60
O 2.325181 3.568752 -1.037359 0.057 0.142 0.039 -0.25
O 0.356668 3.484542 0.453800 0.118 0.108 -0.005 -0.27
N 2.585819 4.251335 1.372999 0.032 -0.053 0.045 -0.29
S 2.943049 2.989907 2.205949 0.049 -0.082 0.084 0.58
O 2.849151 1.732565 1.491149 -0.114 0.083 -0.033 -0.31
O 4.124046 3.213193 2.993015 -0.020 0.028 -0.009 -0.29
C 1.595940 2.822738 3.485353 0.012 -0.062 0.014 -0.66
F 0.570464 2.109990 3.025138 0.001 0.065 0.012 0.13
F 2.078754 2.181916 4.565700 0.017 -0.006 -0.038 0.11
F 1.147297 4.013870 3.884479 0.030 -0.022 -0.006 0.13
C -0.474846 -0.549022 0.186893 0.072 0.057 0.318 -0.27
P -1.521590 -1.782131 1.033287 -0.048 -0.036 -0.078 1.02
C -2.342469 -2.484707 -0.458199 -0.116 -0.055 0.065 -0.35
C -1.529497 -2.858867 -1.530406 -0.002 -0.025 -0.051 -0.09
C -2.079118 -3.449858 -2.659263 0.002 0.004 0.005 -0.07
C -3.442969 -3.700451 -2.730602 0.012 0.017 0.023 -0.11
C -4.256810 -3.342373 -1.664947 0.028 0.011 0.027 -0.12
C -3.711228 -2.734823 -0.541109 -0.008 -0.056 -0.036 -0.11
C -2.862590 -0.744479 1.752137 0.022 0.044 -0.076 -0.38
C -2.897496 0.645080 1.643769 0.001 -0.043 0.088 -0.09
C -3.900152 1.381119 2.263662 0.022 -0.012 0.045 -0.10
C -4.894402 0.743607 2.990144 0.001 0.004 -0.014 -0.11
C -4.871655 -0.640397 3.110208 0.004 -0.002 -0.006 -0.11
C -3.856019 -1.369336 2.510160 0.007 -0.021 0.027 -0.14
H -0.017796 0.102172 0.939501 -0.041 0.049 -0.037 0.04
H -1.008326 0.044963 -0.551214 -0.021 0.065 -0.046 0.04
H 0.341283 -1.077968 -0.300126 0.041 -0.025 0.003 0.01
H -0.457400 -2.687911 -1.527697 -0.054 -0.025 -0.001 0.07
H -1.419742 -3.697477 -3.482104 0.008 0.006 0.001 0.11
H -3.870519 -4.158985 -3.614853 0.001 -0.001 -0.001 0.09
H -5.326077 -3.517599 -1.710355 -0.001 0.000 -0.006 0.09
H -4.368887 -2.442654 0.269368 0.025 -0.004 -0.034 0.08
H -2.142901 1.167306 1.073346 0.052 0.006 -0.039 0.09
H -3.899583 2.460658 2.169897 -0.006 -0.002 -0.006 0.10
H -5.678046 1.320453 3.466916 0.001 -0.002 -0.003 0.09
H -5.637867 -1.150154 3.682944 0.005 -0.002 -0.002 0.09
H -3.826546 -2.447249 2.633444 0.010 0.003 0.013 0.10
Br 2.205017 -4.302502 -0.011053 -0.001 -0.005 -0.045 0.78
C 2.523676 -3.315638 1.569046 0.000 -0.009 0.046 -0.76
C 3.311068 -3.859292 2.580784 -0.012 -0.017 -0.038 -0.13
C 3.520972 -3.086549 3.709473 0.005 0.012 0.012 -0.09
C 2.955410 -1.820687 3.779817 0.020 -0.027 -0.004 -0.07
C 2.192690 -1.386971 2.707513 0.003 0.074 0.078 -0.13
N 1.974181 -2.125987 1.622619 -0.015 0.070 -0.005 0.07
H 3.733633 -4.847847 2.474359 -0.001 0.002 -0.002 0.09
H 4.126903 -3.468709 4.522238 0.000 0.007 -0.002 0.10
H 3.103511 -1.178543 4.637545 -0.001 0.003 -0.004 0.10
H 1.748068 -0.398452 2.709256 -0.023 -0.004 -0.014 0.10
C 5.394740 -1.641717 -1.209866 -0.007 -0.011 -0.019 -0.03
N 5.562657 -0.668010 -0.143065 0.079 -0.047 -0.047 -0.11
C 5.245343 -0.881246 1.187811 -0.080 0.007 -0.003 -0.06
C 5.452053 0.275032 1.844551 0.024 0.031 -0.018 -0.10
N 5.912642 1.177976 0.905380 0.000 -0.049 0.009 0.06
C 5.984187 0.607206 -0.329534 -0.049 0.023 0.025 -0.85
S 6.497670 1.335358 -1.753962 0.039 -0.012 0.086 0.50
H 5.379402 -2.634170 -0.760465 0.005 -0.002 -0.011 0.08
H 6.231688 -1.550474 -1.899133 0.006 0.006 -0.006 0.06
H 4.445901 -1.464764 -1.722366 0.003 -0.028 0.018 0.07
H 4.861157 -1.826505 1.530671 0.034 0.042 -0.022 0.10
H 5.259524 0.556971 2.863029 0.015 0.000 -0.006 0.11
H 6.063842 2.160784 1.049103 -0.001 0.004 0.006 0.14

---

3.
77
Properties=species:S:1:pos:R:3:forces:R:3:lowdin_charge:R:1 method="wB97M-V/def2-TZVPD" mol_weight_g_mol=761.3 total_charge=+1 total_energy_ev=-191430.28182 spin_multiplicity=1 homo_energy_ev=-10.375 de_lowest_ev=0.744 orbital_gap_ev=7.48 lumo_energy_ev=-2.90
Ga -0.721808 -0.460186 -0.400249 0.307 -0.141 0.197 0.09
O -2.909578 -0.823033 3.420117 0.036 0.015 -0.007 0.07
C -1.893979 -0.361409 4.181093 -0.028 0.057 -0.014 -0.26
C -2.121374 -0.270953 5.554266 -0.009 -0.001 0.055 0.00
C -1.136184 0.194779 6.402616 0.009 0.014 -0.010 -0.07
C 0.107843 0.575210 5.904093 -0.020 -0.007 0.003 -0.09
C 0.337264 0.477789 4.544748 0.011 -0.040 0.004 -0.05
C -0.650873 0.025928 3.666932 0.000 -0.003 -0.002 -0.12
C -0.302951 -0.027840 2.202915 -0.219 0.080 0.019 -0.38
O -1.224145 -0.688821 1.413482 -0.014 -0.111 -0.069 -0.20
N -0.136038 1.388088 1.670975 0.277 -0.071 -0.024 0.07
N -0.745197 1.520731 0.491448 -0.045 -0.084 -0.073 -0.10
C -1.219923 2.590363 -0.003995 -0.087 0.188 -0.051 -0.17
C -2.113088 2.499196 -1.159145 0.039 -0.231 0.136 -0.58
Br -3.038457 0.819516 -1.242514 -0.152 0.085 -0.099 0.99
C -2.448571 3.451726 -2.020791 0.085 0.308 -0.114 -0.08
C -1.781465 4.762376 -2.103433 -0.060 -0.074 0.028 -0.22
C -2.540801 5.889977 -2.419586 -0.024 0.022 -0.041 -0.03
C -1.946011 7.138512 -2.489658 -0.014 -0.007 0.006 -0.06
C -0.582531 7.273834 -2.258551 0.000 0.005 0.005 -0.07
C 0.185629 6.155326 -1.968174 0.010 -0.019 -0.011 -0.07
C -0.408331 4.903814 -1.894605 0.020 -0.032 0.007 -0.04
H -2.579846 -0.904003 2.505904 0.014 -0.009 -0.011 0.08
H -3.091928 -0.576903 5.926653 0.061 0.017 -0.007 0.12
H -1.334752 0.257794 7.465051 0.001 -0.003 -0.018 0.11
H 0.884771 0.929596 6.568844 -0.029 -0.016 -0.026 0.10
H 1.311785 0.743967 4.142494 -0.039 -0.002 0.010 0.12
H 0.691515 -0.483516 2.111259 0.106 -0.030 -0.070 0.10
H -0.282932 2.130723 2.343286 -0.158 0.010 0.043 0.15
H -1.082160 3.562784 0.464778 -0.035 -0.011 0.026 0.15
H -3.274268 3.271777 -2.701059 0.037 0.019 0.014 0.12
H -3.603744 5.783223 -2.604812 0.031 0.014 0.012 0.12
H -2.544790 8.007853 -2.729172 0.014 -0.024 0.011 0.11
H -0.117208 8.249587 -2.318566 -0.017 -0.030 -0.001 0.11
H 1.252989 6.255107 -1.814761 -0.036 -0.005 0.002 0.11
H 0.199543 4.023460 -1.715812 -0.007 0.031 -0.004 0.10
O -0.986061 -3.394056 -3.074001 0.028 0.061 0.085 0.10
C -0.597355 -2.752206 -2.128449 -0.139 0.118 -0.113 -0.65
O -1.366608 -1.842895 -1.536306 -0.082 -0.074 0.041 -0.16
C 0.836364 -2.906424 -1.622688 -0.063 0.018 0.071 -0.21
P 1.042062 -2.161887 0.022950 0.016 0.065 -0.027 1.07
C 2.802633 -1.977158 0.357576 0.042 0.083 -0.028 -0.35
C 3.399121 -0.740725 0.109081 0.013 -0.072 0.018 -0.09
C 4.756661 -0.567377 0.333509 0.009 -0.010 0.004 -0.07
C 5.516227 -1.623540 0.818479 -0.016 0.016 -0.003 -0.06
C 4.924254 -2.853725 1.075375 -0.024 -0.013 -0.007 -0.06
C 3.568587 -3.034989 0.846890 0.045 0.014 -0.072 -0.07
C 0.391065 -3.362166 1.201107 0.092 -0.002 0.086 -0.34
C -0.474707 -4.375708 0.800845 -0.034 0.011 0.019 -0.06
C -1.047694 -5.212389 1.749700 0.007 -0.010 -0.005 -0.06
C -0.759777 -5.041702 3.094814 0.018 0.017 0.016 -0.06
C 0.114550 -4.038570 3.498718 -0.024 -0.022 -0.012 -0.05
C 0.688929 -3.203485 2.556833 -0.009 -0.023 -0.011 -0.09
H 1.469765 -2.333481 -2.303147 0.064 0.007 -0.033 0.10
H 1.139294 -3.948776 -1.684952 0.002 -0.058 -0.008 0.11
H 2.800422 0.082510 -0.262746 0.002 0.024 0.009 0.08
H 5.220495 0.390705 0.136132 -0.018 -0.022 0.014 0.11
H 6.574012 -1.486904 1.001930 -0.010 -0.003 -0.007 0.11
H 5.521027 -3.674237 1.452681 -0.021 0.019 -0.002 0.11
H 3.106846 -3.993922 1.047806 0.005 0.011 0.017 0.11
H -0.717210 -4.527688 -0.243620 -0.009 0.005 0.016 0.11
H -1.719870 -5.999419 1.432433 0.017 0.025 0.008 0.11
H -1.211693 -5.694180 3.830834 0.008 0.020 -0.013 0.11
H 0.346691 -3.903691 4.547722 -0.012 -0.011 -0.032 0.11
H 1.377904 -2.431933 2.881922 -0.015 -0.017 -0.006 0.11
S 0.520919 0.692419 -2.211644 -0.025 -0.011 -0.009 0.80
C -0.109770 0.218694 -3.732492 0.102 -0.026 -0.084 -0.73
N -1.246406 -0.404716 -4.000813 -0.134 -0.113 -0.109 0.06
C -1.321872 -0.806031 -5.414300 0.063 0.099 0.124 -0.09
C -0.216789 0.056165 -6.050160 0.013 -0.006 0.135 -0.10
N 0.550345 0.464580 -4.866767 -0.006 -0.030 -0.107 0.04
H -1.761067 -0.890934 -3.276749 0.023 -0.015 0.056 0.09
H -2.303984 -0.590516 -5.823606 -0.035 0.006 -0.008 0.13
H -1.125732 -1.873746 -5.501560 0.034 -0.040 0.028 0.12
H -0.619190 0.926897 -6.566603 -0.022 0.047 0.017 0.12
H 0.404388 -0.507641 -6.740040 0.021 -0.013 -0.016 0.12
H 1.374805 1.038483 -4.892739 0.007 0.009 0.021 0.14